Here is a 3-piece molecular cluster, C15H32IO4 overall from the OMol25 dataset. Energies are from ωB97M-V/def2-TZVPD.

Calculated values
* LUMO level: 2.28 eV
* total charge: -1
* energy above the lowest of the compared OMol25 structures with the same formula, charge and spin: 75.1 kcal/mol
* orbital gap: 4.8 eV

Last column: Mulliken charge in e.
Cartesian coordinates (Å):
C (-0.088, -8.224, -0.774)  -0.817
C (-0.838, -7.011, -0.331)  -0.124
C (0.015, -5.693, 0.208)  -0.239
C (-0.916, -4.566, 0.965)  -0.802
I (0.151, -2.653, 0.541)  -0.367
O (-0.844, -4.670, 2.434)  -0.055
C (-1.340, -5.964, 2.928)  -0.557
C (-0.025, -6.805, 3.468)  0.496
C (0.084, -6.535, 5.107)  -1.071
O (-0.034, -8.235, 3.124)  -0.567
H (1.072, -8.301, -0.595)  0.242
H (-0.632, -9.160, -1.277)  0.195
H (-2.032, -7.008, -0.322)  0.318
H (0.951, -6.046, 0.818)  0.122
H (0.431, -5.163, -0.776)  0.436
H (-2.007, -6.560, 2.162)  0.194
H (-2.034, -5.795, 3.883)  0.372
H (0.929, -6.256, 3.008)  0.074
H (1.238, -6.423, 5.376)  0.287
H (-0.419, -7.397, 5.722)  0.273
H (-0.400, -5.471, 5.295)  0.286
H (0.305, -8.265, 2.164)  0.318
C (0.469, 3.553, -3.104)  -0.971
C (1.415, 2.531, -2.495)  -0.379
O (0.844, 1.805, -1.408)  -0.426
C (-0.322, 1.039, -1.701)  -0.295
C (-0.096, -0.026, -2.760)  -1.022
H (0.133, 4.267, -2.342)  0.166
H (0.968, 4.104, -3.908)  0.381
H (-0.422, 3.083, -3.526)  0.348
H (2.289, 3.056, -2.096)  0.337
H (1.792, 1.840, -3.254)  0.311
H (-1.149, 1.702, -1.976)  0.275
H (-0.617, 0.550, -0.766)  0.310
H (0.196, 0.407, -3.720)  0.325
H (-1.010, -0.607, -2.917)  0.349
H (0.704, -0.708, -2.452)  0.269
C (1.567, 6.655, -0.722)  -0.909
C (1.322, 8.125, -0.421)  -0.438
O (0.201, 8.667, -1.116)  -0.431
C (-1.063, 8.062, -0.850)  -0.131
C (-1.476, 8.142, 0.609)  -1.031
H (1.713, 6.503, -1.798)  0.271
H (2.457, 6.300, -0.191)  0.436
H (0.726, 6.030, -0.415)  0.230
H (2.197, 8.699, -0.742)  0.331
H (1.219, 8.296, 0.654)  0.297
H (-1.068, 7.027, -1.207)  0.129
H (-1.800, 8.601, -1.455)  0.322
H (-0.777, 7.614, 1.262)  0.258
H (-2.467, 7.699, 0.749)  0.390
H (-1.509, 9.186, 0.941)  0.284